Molecular formula: C33H48AgBF5N8SSe
Method: DFT, wB97M-V/def2-TZVPD

The energy above the lowest of the compared OMol25 structures with the same formula, charge and spin is 1.4 kcal/mol. Its HOMO energy is -4.03 eV. Its total charge is -1.

Geometry as XYZ:
```
98
C33H48AgBF5N8SSe | the Open Molecules 2025 dataset | wB97M-V/def2-TZVPD
Ag 1.4739 0.0582 0.0075
C 0.6127 0.4449 3.7274
C -0.1776 -0.7897 3.2958
C -1.0217 -1.3243 4.4465
C 0.7321 -1.8455 2.7390
C 0.9238 -3.1720 3.1578
C 1.8367 -3.6825 2.2597
N 2.1552 -2.7202 1.3823
N 1.4797 -1.5889 1.6737
B 3.0434 -2.8645 0.1238
N 2.1692 -2.8111 -1.1510
C 1.8060 -3.8443 -1.9245
C 0.9148 -3.3885 -2.8730
C 0.7840 -2.0172 -2.5973
N 1.5384 -1.6882 -1.5571
C -0.0737 -0.9849 -3.2727
C -0.8446 -1.5842 -4.4430
C 0.7562 0.2167 -3.7182
N 4.1449 -1.7819 0.0888
C 5.4725 -1.9763 0.0506
C 6.0928 -0.7445 -0.0082
C 5.0292 0.1762 -0.0055
N 3.8711 -0.4628 0.0552
C 5.0389 1.6773 -0.0869
C 4.5455 2.1429 -1.4576
C 6.4162 2.2524 0.2209
H -0.0623 1.2301 4.0892
H 1.2199 0.8424 2.9099
H 1.2947 0.2015 4.5459
H -0.8561 -0.5252 2.4765
H -0.3904 -1.6611 5.2731
H -1.6389 -2.1620 4.1206
H -1.6868 -0.5466 4.8298
H 0.4532 -3.6869 3.9765
H 2.2680 -4.6647 2.1677
H 3.5778 -3.9471 0.1679
H 2.1992 -4.8289 -1.7358
H 0.4306 -3.9616 -3.6437
H -0.8052 -0.6614 -2.5229
H -0.1643 -1.9987 -5.1923
H -1.4546 -0.8202 -4.9300
H -1.5114 -2.3792 -4.1069
H 1.5165 -0.0836 -4.4443
H 1.2681 0.6884 -2.8776
H 0.1174 0.9636 -4.1968
H 5.8763 -2.9742 0.0727
H 7.1497 -0.5458 -0.0472
H 4.3311 2.0414 0.6651
H 5.2460 1.8308 -2.2367
H 4.4537 3.2309 -1.4922
H 3.5712 1.7113 -1.6881
H 7.1473 1.9217 -0.5215
H 6.7728 1.9408 1.2038
H 6.3909 3.3435 0.1967
F -4.1996 -6.9551 -0.1961
C -3.7647 -5.6824 -0.1721
C -2.4204 -5.4006 -0.0100
F -1.5457 -6.4111 0.1240
C -1.9879 -4.0867 0.0124
F -0.6733 -3.8958 0.1698
C -2.8505 -2.9984 -0.1223
Se -2.1905 -1.2155 -0.0972
C -4.1922 -3.3275 -0.2849
F -5.1234 -2.3672 -0.4270
C -4.6527 -4.6328 -0.3106
F -5.9636 -4.8934 -0.4694
C -2.1382 3.6647 -3.5455
C -3.5336 3.6447 -2.9323
C -3.5733 3.3235 -1.4396
C -3.0406 1.9382 -1.0529
N -1.5892 1.8985 -0.9025
C -0.7919 2.0576 0.1601
S 0.8794 2.4343 -0.1352
N -1.1680 1.9104 1.4305
C -2.4710 1.8081 2.0808
C -3.2397 3.1236 2.1731
C -2.6951 4.1276 3.1889
C -1.3264 4.7124 2.8489
H -2.1544 4.1065 -4.5426
H -1.7296 2.6603 -3.6610
H -1.4385 4.2417 -2.9365
H -4.1539 2.9170 -3.4645
H -4.0062 4.6187 -3.0860
H -4.6099 3.3920 -1.0978
H -3.0093 4.0832 -0.8882
H -3.3008 1.1962 -1.8112
H -3.5031 1.5899 -0.1396
H -1.0617 2.0353 -1.7523
H -0.3836 2.0481 2.0478
H -2.2586 1.4384 3.0871
H -3.0472 1.0145 1.6060
H -4.2724 2.8765 2.4363
H -3.2748 3.5970 1.1889
H -2.6592 3.6519 4.1744
H -3.4157 4.9459 3.2746
H -0.5136 4.0039 3.0074
H -1.1134 5.5844 3.4692
H -1.2759 5.0248 1.8035
```

The Löwdin scheme yields these atomic charges, measured in e: 0.56 -0.08 -0.39 -0.08 -0.29 -0.02 -0.09 -0.03 0.07 -0.52 -0.03 -0.09 -0.02 -0.29 0.07 -0.39 -0.08 -0.08 -0.03 -0.09 -0.03 -0.30 0.07 -0.38 -0.08 -0.09 0.06 0.05 0.09 0.06 0.08 0.08 0.07 0.09 0.11 0.11 0.11 0.09 0.06 0.08 0.07 0.08 0.08 0.03 0.06 0.11 0.09 0.13 0.08 0.07 0.04 0.07 0.08 0.07 0.09 -0.16 -0.15 0.10 -0.26 0.07 -0.54 0.68 -0.27 0.05 -0.16 0.09 -0.11 -0.26 -0.20 -0.21 0.01 -0.82 0.54 0.02 -0.19 -0.19 -0.25 -0.10 0.07 0.05 0.08 0.11 0.10 0.11 0.10 0.11 0.07 0.08 0.06 0.11 0.06 0.12 0.09 0.10 0.10 0.06 0.07 0.07